A molecular structure, C51H46CuN3O5P2S at a distorted geometry. Source: OMol25; level of theory: ωB97M-V with the def2-TZVPD basis set.

Geometry as ORCA input:
```
! RIJCOSX wB97M-V def2-TZVPD def2/J DEFGRID3
* xyz -2 1
Cu 11.016 16.334 9.066
O 11.942 13.947 7.257
C 10.709 14.368 6.891
C 10.551 14.746 5.592
C 9.351 15.222 5.160
C 8.378 15.345 6.297
C 8.467 14.684 7.505
C 9.641 13.915 7.742
P 9.610 13.213 9.516
C 10.498 14.731 10.649
C 11.887 14.728 11.219
C 12.414 15.449 12.132
C 11.767 16.691 12.640
C 10.496 17.005 12.707
C 9.429 15.568 10.963
C 7.856 13.203 10.226
C 7.742 13.720 11.576
C 6.522 13.565 12.354
C 5.545 12.834 11.664
C 5.732 12.286 10.229
C 6.910 12.547 9.606
C 13.058 14.370 6.826
C 13.961 13.506 6.222
C 15.239 13.681 6.119
C 15.674 14.998 6.171
C 14.742 15.977 6.694
C 13.399 15.691 6.965
P 12.422 17.088 7.597
C 13.019 21.207 15.113
C 14.405 21.065 15.079
C 14.676 19.690 15.351
C 13.913 18.582 15.585
C 12.541 18.878 15.865
C 12.185 20.079 15.485
C 13.542 17.676 8.829
C 13.481 19.162 8.817
C 14.519 19.677 9.562
C 15.486 19.014 10.270
C 15.466 17.540 10.208
C 14.577 17.026 9.346
H 11.483 14.956 4.985
H 9.407 15.818 4.335
H 7.754 16.163 5.916
H 7.644 14.546 8.227
H 12.463 13.991 10.649
H 13.506 15.113 12.162
H 12.463 17.235 13.334
H 10.114 17.816 13.222
H 8.474 15.427 10.489
H 8.746 14.092 12.077
H 6.853 13.392 13.484
H 4.719 12.455 12.030
H 5.026 11.860 9.634
H 7.147 12.164 8.578
H 13.599 12.448 5.856
H 15.953 12.888 5.876
H 16.625 15.204 5.869
H 15.220 16.904 6.706
H 15.307 21.707 15.338
H 15.773 19.576 15.016
H 14.359 17.541 15.657
H 11.796 18.147 15.622
H 11.027 20.407 15.490
H 12.366 19.704 8.816
H 14.605 20.573 10.153
H 15.973 19.444 11.220
H 16.052 16.693 10.785
H 14.326 15.900 9.073
C 4.866 22.476 12.437
C 5.841 23.637 12.657
S 7.592 23.201 12.724
O 8.219 24.478 12.730
O 8.008 22.304 13.768
C 7.935 22.218 11.169
C 7.470 22.927 9.929
N 6.987 22.142 8.790
C 7.778 21.169 8.233
N 7.034 20.637 7.186
C 6.220 21.680 6.863
C 6.099 22.501 7.850
N 5.134 23.622 7.996
O 5.189 24.507 8.791
O 4.369 23.773 6.953
C 8.927 20.747 8.748
H 5.121 21.704 11.758
H 3.885 22.931 12.401
H 4.869 21.783 13.252
H 5.706 24.087 13.617
H 5.716 24.406 11.914
H 7.494 21.223 11.275
H 9.040 22.102 11.185
H 8.375 23.518 9.539
H 6.781 23.675 9.956
H 5.404 21.493 6.082
H 9.497 21.649 9.230
H 12.506 22.152 15.060
H 9.348 20.040 8.281
C 9.374 16.596 11.885
C 8.049 17.276 11.975
C 8.041 18.204 13.098
C 6.721 18.627 13.441
C 5.684 18.722 12.558
C 5.716 17.825 11.497
C 6.795 17.209 11.184
H 8.866 18.261 13.886
H 6.514 19.203 14.355
H 4.703 19.114 12.900
H 4.951 17.678 10.627
H 6.824 16.453 10.524
*
```

Values from the calculation:
HOMO energy, eV: -1.272
Strongest force on any atom, eV Å⁻¹: 8.45
Gap between HOMO and LUMO, eV: 5.20
LUMO level, eV: 3.9
Energy, eV: -142370.919